The following is a DFT calculation (ωB97M-V/def2-TZVPD) of a single C5H9NO molecule.

As for the HOMO-LUMO gap: 7.0178 eV. The LUMO energy is 0.289 eV. The calculation puts the energy at -8864.864 eV.

Atoms and positions in Å:
C: 2.02 -0.48 0.29
C: 0.95 0.53 -0.08
C: -0.11 0.12 -1.12
N: -1.25 0.39 -0.17
C: -2.26 -0.73 -0.05
C: -0.21 0.71 0.90
O: -0.37 0.88 2.06
H: 1.58 -1.46 0.52
H: 2.59 -0.15 1.17
H: 2.73 -0.61 -0.54
H: 1.39 1.51 -0.28
H: -0.17 0.72 -2.03
H: -0.15 -0.95 -1.36
H: -1.77 1.23 -0.42
H: -3.14 -0.27 0.43
H: -1.82 -1.43 0.68

Here are the Löwdin charges for atoms 1 to 5, given in e: atom 1 (C): -0.047, atom 2 (C): -0.245, atom 3 (C): -0.083, atom 4 (N): -0.151, atom 5 (C): -0.114

---

The following is a DFT calculation (ωB97M-V/def2-TZVPD) of 2 unconnected molecules or ions with the total composition C4H12 in a non-equilibrium geometry.

The SMILES is CC.CC. As for the HOMO-LUMO gap: 12.3486 eV. The LUMO energy is 1.147 eV. The calculation puts the energy at -4341.160 eV.

Atoms and positions in Å:
C: 0.44 1.18 -0.64
C: -0.10 2.12 -1.65
H: 0.71 0.28 -1.11
H: 1.21 1.62 -0.17
H: -0.25 0.84 0.05
H: -0.42 3.00 -1.17
H: -1.07 1.80 -2.17
H: 0.67 2.63 -2.28
C: 0.37 -2.36 1.15
C: -0.72 -1.15 1.18
H: -0.03 -3.33 1.38
H: 0.82 -2.20 0.10
H: 1.23 -1.99 1.78
H: -0.14 -0.19 1.31
H: -1.47 -1.28 1.97
H: -1.26 -0.98 0.27

Here are the Löwdin charges for atoms 1 to 5, given in e: atom 1 (C): -0.171, atom 2 (C): -0.163, atom 3 (H): 0.063, atom 4 (H): 0.043, atom 5 (H): -0.003

---

The following is a DFT calculation (ωB97M-V/def2-TZVPD) of a molecular structure, C2H5N2O2S in a non-equilibrium geometry.

As for the HOMO-LUMO gap (alpha / beta): 7.6836 / 7.6859 eV. The LUMO energy (alpha / beta) is 3.825 / 3.825 eV. Its net charge is -1. The calculation puts the energy at -20062.544 eV.

Atoms and positions in Å:
C: 1.57 0.53 -0.17
C: 0.98 -0.44 0.76
N: 1.43 -0.90 -0.41
N: -1.29 0.05 -1.47
O: -1.82 1.43 0.56
O: -2.45 -0.95 0.59
S: -1.58 0.10 0.04
H: 0.90 1.21 -0.68
H: 2.58 0.91 0.00
H: 1.27 -0.74 1.75
H: -0.24 -0.28 0.76
H: -1.34 -0.92 -1.73

Here are the Löwdin charges for atoms 1 to 5, given in e: atom 1 (C): -0.265, atom 2 (C): -0.363, atom 3 (N): -0.016, atom 4 (N): -0.203, atom 5 (O): -0.402

---

The following is a DFT calculation (ωB97M-V/def2-TZVPD) of 2 unconnected molecules or ions with the total composition C5H9N2 in a non-equilibrium geometry.

As for the HOMO-LUMO gap: 9.7306 eV. The LUMO energy is -4.283 eV. Its net charge is +1. The calculation puts the energy at -8299.683 eV.

Atoms and positions in Å:
C: 2.93 0.33 -0.42
C: 2.31 -0.65 0.46
C: -1.35 1.24 0.78
C: -0.95 1.17 -0.64
C: -1.94 -1.18 -0.37
N: -1.50 0.14 -0.18
N: 1.70 0.52 -0.25
H: 3.80 0.69 -0.90
H: 2.09 -1.64 0.08
H: 2.45 -0.57 1.53
H: -0.59 1.14 1.55
H: -2.24 1.78 1.07
H: -0.51 1.61 -1.50
H: -3.03 -1.22 -0.24
H: -1.68 -1.52 -1.37
H: -1.50 -1.82 0.39

Here are the Löwdin charges for atoms 1 to 5, given in e: atom 1 (C): -0.082, atom 2 (C): -0.138, atom 3 (C): 0.032, atom 4 (C): 0.109, atom 5 (C): 0.020

---

The following is a DFT calculation (ωB97M-V/def2-TZVPD) of a molecular structure, C36H52N3OP2Sn in a non-equilibrium geometry.

As for the HOMO-LUMO gap (alpha / beta): 4.6258 / 4.6267 eV. The LUMO energy (alpha / beta) is -10.737 / -10.736 eV. Its net charge is +3. The calculation puts the energy at -69077.492 eV.

Atoms and positions in Å:
C: -1.69 2.48 -0.93
C: -2.90 0.43 -1.03
C: -2.79 3.20 -1.39
C: -4.07 1.17 -1.34
C: -4.01 2.53 -1.57
H: -2.67 4.27 -1.56
H: -4.99 0.59 -1.45
H: -4.90 3.08 -1.86
N: -1.73 1.14 -0.80
P: 0.41 2.46 0.93
P: -1.42 -1.96 -1.16
C: -0.38 3.18 -0.57
H: 0.34 3.12 -1.41
H: -0.55 4.25 -0.39
C: 2.60 -1.19 0.60
O: 3.27 -2.11 0.48
C: -2.88 -0.99 -1.00
H: -3.84 -1.50 -0.96
C: -1.06 -2.20 -3.02
C: -1.71 -3.64 -0.32
C: 2.24 2.94 0.99
C: -0.63 3.21 2.33
C: 0.44 -2.51 -3.15
H: 0.72 -3.46 -2.68
H: 0.69 -2.58 -4.23
H: 1.05 -1.71 -2.72
C: -1.90 -3.32 -3.65
H: -1.66 -4.32 -3.26
H: -2.98 -3.13 -3.54
H: -1.68 -3.34 -4.73
C: -1.40 -0.91 -3.77
H: -1.08 -1.02 -4.82
H: -2.48 -0.71 -3.77
H: -0.88 -0.04 -3.36
C: -0.51 -4.55 -0.65
H: 0.45 -4.06 -0.41
H: -0.58 -5.46 -0.03
H: -0.49 -4.87 -1.70
C: -1.77 -3.43 1.20
H: -0.89 -2.91 1.58
H: -2.66 -2.86 1.49
H: -1.83 -4.42 1.69
C: -3.04 -4.27 -0.75
H: -3.08 -4.52 -1.82
H: -3.16 -5.21 -0.19
H: -3.89 -3.63 -0.51
C: -0.01 2.81 3.67
H: -0.69 3.13 4.48
H: 0.11 1.72 3.76
H: 0.96 3.29 3.86
C: -2.06 2.64 2.25
H: -2.61 3.02 1.38
H: -2.06 1.54 2.22
H: -2.61 2.95 3.15
C: -0.73 4.75 2.23
H: -1.32 5.10 3.09
H: 0.24 5.25 2.27
H: -1.26 5.08 1.32
C: 2.89 2.72 -0.38
H: 2.44 3.34 -1.17
H: 3.95 3.01 -0.31
H: 2.86 1.67 -0.70
C: 2.90 2.00 2.02
H: 2.86 0.95 1.69
H: 3.96 2.29 2.12
H: 2.44 2.08 3.01
C: 2.42 4.40 1.39
H: 1.87 5.09 0.74
H: 2.15 4.60 2.44
H: 3.49 4.66 1.29
Sn: 0.05 0.02 0.00
N: 1.04 0.64 -2.01
C: 1.38 1.03 -3.08
C: 1.86 1.46 -4.33
C: 3.26 1.50 -4.56
C: 0.98 1.84 -5.35
C: 3.75 1.92 -5.80
H: 3.94 1.21 -3.75
C: 1.48 2.25 -6.59
H: -0.10 1.82 -5.16
C: 2.86 2.29 -6.81
H: 4.83 1.95 -5.96
H: 0.78 2.53 -7.39
H: 3.25 2.61 -7.78
C: -1.03 -1.39 5.36
C: 0.25 -1.29 4.82
C: 0.40 -0.92 3.48
N: -0.66 -0.61 2.70
C: -1.90 -0.73 3.21
C: -2.13 -1.10 4.54
H: -1.18 -1.68 6.40
H: 1.15 -1.50 5.39
H: 1.38 -0.88 3.00
H: -2.74 -0.53 2.54
H: -3.16 -1.17 4.88

Here are the Löwdin charges for atoms 1 to 5, given in e: atom 1 (C): -0.336, atom 2 (C): -0.336, atom 3 (C): 0.005, atom 4 (C): 0.020, atom 5 (C): 0.007

---

The following is a DFT calculation (ωB97M-V/def2-TZVPD) of 4 unconnected molecules or ions with the total composition C15H35BINO8PS3 in a non-equilibrium geometry.

As for the HOMO-LUMO gap: 7.4700 eV. The LUMO energy is -3.385 eV. Its net charge is +1. The calculation puts the energy at -84556.766 eV.

Atoms and positions in Å:
C: -1.74 -0.40 1.14
B: -1.56 -1.80 0.54
O: -1.22 -2.90 1.27
P: -1.77 -1.99 -1.41
C: -1.42 -3.72 -1.84
C: -1.21 -4.01 -3.32
O: -0.17 -3.80 -3.89
O: -2.26 -4.60 -3.93
C: -3.52 -1.64 -1.74
C: -4.39 -2.63 -1.01
O: -4.48 -2.71 0.18
I: -5.46 -4.00 -2.29
C: -0.63 -0.77 -2.14
C: -0.61 -0.58 -3.67
O: 0.38 -0.95 -4.26
N: -1.69 0.02 -4.34
C: -2.46 -0.95 -5.14
C: -2.48 0.98 -3.56
H: -2.18 -0.51 2.12
H: -2.38 0.25 0.56
H: -0.75 0.03 1.25
H: -0.29 -3.13 1.19
H: -2.26 -4.30 -1.48
H: -0.56 -4.04 -1.26
H: -3.09 -4.34 -3.52
H: -3.76 -1.61 -2.79
H: -3.74 -0.66 -1.34
H: 0.36 -1.10 -1.85
H: -0.80 0.17 -1.61
H: -2.37 -1.97 -4.77
H: -3.50 -0.68 -5.19
H: -2.08 -0.97 -6.15
H: -2.73 0.66 -2.55
H: -1.95 1.92 -3.50
H: -3.41 1.17 -4.07
C: 2.25 2.91 0.20
S: 2.45 1.14 0.01
O: 1.06 0.56 -0.03
C: 3.08 0.83 1.66
H: 1.81 3.30 -0.72
H: 1.59 3.12 1.04
H: 3.23 3.36 0.36
H: 2.37 1.18 2.40
H: 4.04 1.33 1.77
H: 3.23 -0.24 1.77
C: -1.93 2.67 4.37
S: -3.36 2.32 3.34
O: -2.99 2.66 1.94
C: -4.38 3.66 3.96
H: -1.15 1.97 4.10
H: -1.59 3.69 4.18
H: -2.20 2.54 5.42
H: -3.88 4.61 3.80
H: -4.58 3.50 5.02
H: -5.32 3.64 3.42
C: 7.64 1.86 2.01
S: 7.76 0.08 1.79
O: 6.36 -0.44 1.73
C: 8.37 -0.27 3.44
H: 7.23 2.28 1.09
H: 6.99 2.08 2.85
H: 8.64 2.27 2.18
H: 7.66 0.10 4.18
H: 9.35 0.20 3.57
H: 8.47 -1.35 3.54

Here are the Löwdin charges for atoms 1 to 5, given in e: atom 1 (C): -0.012, atom 2 (B): -0.531, atom 3 (O): 0.141, atom 4 (P): 1.130, atom 5 (C): -0.148

---

The following is a DFT calculation (ωB97M-V/def2-TZVPD) of a molecular structure, CH5CaO3 in a non-equilibrium geometry.

As for the spin multiplicity: 2. As for the HOMO-LUMO gap (alpha / beta): 11.2886 / 9.4916 eV. The LUMO energy (alpha / beta) is -9.458 / -11.255 eV. Its net charge is +2. As for the expectation value of S²: 0.754. The calculation puts the energy at -25678.866 eV.

Atoms and positions in Å:
O: 2.82 -0.59 -1.05
Ca: 0.70 -0.48 -0.59
O: 3.66 -0.68 -0.08
H: 4.54 -0.85 -0.49
O: -0.88 0.56 0.24
H: -0.70 1.37 0.75
C: -2.28 0.23 0.30
H: -2.39 -0.79 -0.08
H: -2.63 0.29 1.34
H: -2.84 0.93 -0.33

Here are the Löwdin charges for atoms 1 to 5, given in e: atom 1 (O): -0.215, atom 2 (Ca): 1.814, atom 3 (O): 0.112, atom 4 (H): 0.188, atom 5 (O): -0.345

---

The following is a DFT calculation (ωB97M-V/def2-TZVPD) of a molecular structure, C8H11N2 in a non-equilibrium geometry.

As for the HOMO-LUMO gap (alpha / beta): 6.0387 / 6.0399 eV. The LUMO energy (alpha / beta) is -5.396 / -5.396 eV. Its net charge is +1. The calculation puts the energy at -11441.137 eV.

Atoms and positions in Å:
C: 0.48 1.92 3.15
C: 0.09 -1.09 -1.68
C: 0.53 -1.64 -0.33
C: -1.32 1.24 -1.71
C: 1.29 0.21 1.55
C: -1.09 -0.21 -1.23
C: 0.11 -0.61 0.74
C: -0.58 1.57 -0.41
N: -0.56 0.37 -0.03
N: 0.75 1.20 2.27
H: -0.33 2.45 3.68
H: 0.98 -0.56 -2.13
H: -0.21 -1.89 -2.26
H: -0.03 -2.63 -0.06
H: 1.66 -1.69 -0.26
H: -0.75 1.59 -2.55
H: -2.22 1.73 -1.97
H: 1.84 -0.58 2.22
H: 1.97 0.74 0.78
H: -2.01 -0.85 -1.19
H: -0.61 -1.27 1.41

Here are the Löwdin charges for atoms 1 to 5, given in e: atom 1 (C): 0.334, atom 2 (C): -0.111, atom 3 (C): -0.138, atom 4 (C): -0.075, atom 5 (C): -0.111

---

The following is a DFT calculation (ωB97M-V/def2-TZVPD) of 7 unconnected molecules or ions with the total composition C27H61FO10 in a non-equilibrium geometry.

As for the spin multiplicity: 2. As for the HOMO-LUMO gap (alpha / beta): 1.9401 / 9.9278 eV. The LUMO energy (alpha / beta) is 2.491 / 2.459 eV. Its net charge is -1. As for the expectation value of S²: 0.750. The calculation puts the energy at -52174.125 eV.

Atoms and positions in Å:
C: 26.91 2.89 -14.40
C: 27.59 2.45 -15.62
O: 27.13 1.14 -15.78
C: 26.76 0.60 -14.63
O: 26.72 -0.65 -14.43
O: 26.64 1.65 -13.76
F: 28.90 2.55 -15.44
H: 25.99 3.42 -14.64
H: 27.55 3.60 -13.87
H: 27.31 3.11 -16.45
C: 29.07 4.21 -11.38
C: 29.94 4.29 -10.13
O: 29.17 3.94 -9.00
C: 28.23 4.93 -8.51
C: 27.57 4.39 -7.19
H: 28.70 3.22 -11.65
H: 28.20 4.87 -11.44
H: 29.62 4.39 -12.31
H: 30.84 3.70 -10.29
H: 30.14 5.36 -10.05
H: 28.57 5.95 -8.35
H: 27.38 5.08 -9.18
H: 26.66 4.97 -7.06
H: 28.32 4.55 -6.41
H: 27.39 3.31 -7.21
C: 22.27 3.83 -14.35
C: 22.87 2.61 -15.06
O: 23.13 2.91 -16.43
C: 22.03 2.86 -17.28
C: 22.45 2.04 -18.50
H: 22.13 3.76 -13.27
H: 22.92 4.70 -14.43
H: 21.23 3.94 -14.65
H: 23.80 2.38 -14.53
H: 22.31 1.68 -15.02
H: 21.23 2.37 -16.72
H: 21.75 3.90 -17.46
H: 23.30 1.42 -18.24
H: 22.71 2.73 -19.30
H: 21.65 1.40 -18.86
C: 19.76 8.21 -5.68
C: 20.55 8.74 -7.02
O: 21.75 7.98 -6.99
C: 22.79 8.59 -6.28
C: 23.91 7.55 -6.28
H: 20.32 8.55 -4.81
H: 18.88 8.83 -5.55
H: 19.67 7.14 -5.51
H: 19.96 8.31 -7.82
H: 20.57 9.80 -7.27
H: 23.34 9.36 -6.81
H: 22.52 9.02 -5.31
H: 24.84 8.12 -6.32
H: 23.92 6.94 -7.18
H: 23.85 6.96 -5.36
C: 26.53 12.42 -9.10
C: 26.71 13.02 -10.43
O: 27.76 13.99 -10.41
C: 28.38 14.24 -11.66
C: 29.74 14.80 -11.10
H: 27.47 11.98 -8.79
H: 26.46 13.10 -8.25
H: 25.70 11.72 -9.02
H: 26.87 12.14 -11.05
H: 25.74 13.35 -10.80
H: 28.55 13.33 -12.25
H: 27.95 15.06 -12.22
H: 29.54 15.70 -10.53
H: 30.32 15.01 -12.00
H: 30.28 14.06 -10.50
C: 24.22 4.31 -11.16
C: 25.08 5.45 -11.94
O: 25.55 6.29 -10.74
C: 25.94 7.64 -11.13
C: 26.24 8.35 -9.84
H: 23.28 4.67 -10.75
H: 23.83 3.60 -11.90
H: 24.83 3.88 -10.37
H: 25.89 5.14 -12.59
H: 24.49 6.06 -12.63
H: 26.72 7.69 -11.90
H: 25.12 8.15 -11.63
H: 27.13 8.02 -9.32
H: 25.38 8.27 -9.17
H: 26.36 9.43 -9.93
O: 27.30 6.23 -14.79
C: 27.89 7.22 -14.33
O: 27.41 8.50 -14.39
C: 26.09 8.91 -14.91
C: 26.35 9.27 -16.32
C: 29.35 7.15 -13.71
H: 25.72 9.75 -14.31
H: 25.35 8.12 -14.75
H: 25.54 9.89 -16.69
H: 26.80 8.44 -16.87
H: 27.09 10.08 -16.27
H: 30.03 6.73 -14.45
H: 29.30 6.53 -12.81
H: 29.62 8.17 -13.43

Here are the Löwdin charges for atoms 1 to 5, given in e: atom 1 (C): -0.086, atom 2 (C): -0.352, atom 3 (O): 0.146, atom 4 (C): -0.472, atom 5 (O): 0.087

---

The following is a DFT calculation (ωB97M-V/def2-TZVPD) of a molecular structure, C56H74N6O3P3PdS2 in a non-equilibrium geometry.

As for the spin multiplicity: 3. As for the HOMO-LUMO gap (alpha / beta): 5.3950 / 6.4196 eV. The LUMO energy (alpha / beta) is 1.994 / 1.993 eV. Its net charge is -1. As for the expectation value of S²: 2.023. The calculation puts the energy at -127382.551 eV.

Atoms and positions in Å:
Pd: -0.22 -0.57 0.09
C: 0.99 -0.57 -2.53
N: 2.43 -0.65 -2.35
C: 3.10 -1.32 -3.44
P: 3.04 -0.78 -0.81
O: 2.23 -0.20 0.26
O: 3.30 -2.41 -0.58
P: 2.27 -3.19 0.41
O: 0.87 -2.80 0.26
N: 2.84 -2.98 1.98
C: 4.23 -3.26 2.24
C: 2.35 -1.84 2.74
N: 2.55 -4.76 -0.07
C: 3.80 -5.28 -0.56
C: 1.65 -5.74 0.49
N: 4.62 -0.28 -0.73
C: 5.78 -1.04 -1.15
C: 4.81 1.15 -0.68
H: 0.78 0.05 -3.40
H: 0.54 -0.08 -1.63
H: 0.55 -1.57 -2.68
H: 2.84 -0.81 -4.37
H: 2.79 -2.38 -3.52
H: 4.17 -1.28 -3.29
H: 4.53 -4.18 1.74
H: 4.36 -3.38 3.32
H: 4.88 -2.44 1.90
H: 1.41 -1.51 2.31
H: 3.05 -1.01 2.71
H: 2.18 -2.15 3.78
H: 4.43 -4.46 -0.88
H: 3.61 -5.93 -1.42
H: 4.32 -5.87 0.20
H: 0.76 -5.23 0.83
H: 2.10 -6.28 1.33
H: 1.36 -6.46 -0.27
H: 5.50 -2.08 -1.31
H: 6.54 -1.00 -0.37
H: 6.22 -0.64 -2.07
H: 3.84 1.60 -0.47
H: 5.18 1.55 -1.63
H: 5.51 1.40 0.11
C: -1.07 2.92 3.93
C: -1.06 2.09 2.64
C: 0.27 1.36 2.50
C: -1.37 2.92 1.41
C: -1.24 4.30 1.37
C: -1.62 5.02 0.25
C: -2.14 4.36 -0.85
C: -2.26 2.98 -0.87
C: -2.73 2.25 -2.10
C: -3.85 2.95 -2.86
C: -1.50 2.07 -3.01
C: -1.84 2.26 0.26
N: -1.87 0.87 0.24
C: -3.00 0.20 0.42
C: -3.07 -1.22 0.29
N: -2.00 -1.93 -0.04
C: -1.99 -3.30 -0.09
C: -2.06 -3.90 -1.37
C: -2.07 -5.28 -1.49
C: -1.96 -6.08 -0.36
C: -1.84 -5.49 0.88
C: -1.85 -4.12 1.05
C: -1.69 -3.64 2.49
C: -2.97 -3.99 3.27
C: -1.36 -2.16 2.73
C: -2.19 -3.00 -2.58
C: -1.48 -3.54 -3.82
C: -3.67 -2.78 -2.90
C: -4.42 -1.65 0.59
C: -5.10 -2.85 0.62
C: -6.45 -2.84 1.00
C: -7.13 -1.69 1.33
C: -6.47 -0.44 1.29
C: -7.01 0.83 1.61
C: -6.22 1.95 1.52
C: -4.87 1.90 1.12
C: -4.32 0.69 0.81
C: -5.14 -0.46 0.91
H: -1.01 2.26 4.80
H: -2.00 3.50 4.01
H: -0.23 3.61 3.96
H: -1.86 1.34 2.73
H: 1.10 2.06 2.49
H: 0.29 0.79 1.54
H: 0.41 0.66 3.33
H: -0.84 4.83 2.22
H: -1.49 6.09 0.22
H: -2.42 4.94 -1.71
H: -3.09 1.26 -1.81
H: -3.51 3.87 -3.32
H: -4.69 3.16 -2.20
H: -4.21 2.29 -3.66
H: -1.12 3.04 -3.30
H: -1.75 1.49 -3.89
H: -0.73 1.56 -2.44
H: -2.16 -5.74 -2.46
H: -1.97 -7.16 -0.46
H: -1.73 -6.13 1.75
H: -0.87 -4.24 2.90
H: -3.81 -3.43 2.86
H: -2.86 -3.73 4.32
H: -3.20 -5.05 3.20
H: -2.26 -1.55 2.72
H: -0.67 -1.78 1.96
H: -0.89 -2.06 3.70
H: -1.75 -2.03 -2.31
H: -2.02 -4.38 -4.24
H: -0.47 -3.88 -3.58
H: -1.41 -2.77 -4.58
H: -4.15 -3.74 -3.08
H: -3.78 -2.16 -3.78
H: -4.18 -2.30 -2.07
H: -4.61 -3.78 0.37
H: -6.97 -3.79 1.03
H: -8.17 -1.73 1.63
H: -8.04 0.91 1.93
H: -6.64 2.91 1.78
H: -4.29 2.82 1.07
S: 0.77 5.89 -1.97
P: 1.86 4.53 -1.04
S: 1.40 2.62 -1.12
C: 2.14 5.00 0.72
C: 1.74 6.24 1.19
C: 1.95 6.59 2.51
C: 2.53 5.67 3.38
C: 2.89 4.42 2.92
C: 2.71 4.08 1.59
C: 3.56 4.75 -1.71
C: 4.36 5.83 -1.37
C: 5.57 6.02 -2.01
C: 5.99 5.15 -3.00
C: 5.18 4.08 -3.36
C: 3.97 3.89 -2.72
H: 1.28 6.93 0.49
H: 1.66 7.56 2.88
H: 2.71 5.94 4.41
H: 3.32 3.70 3.61
H: 3.00 3.11 1.22
H: 4.03 6.52 -0.60
H: 6.20 6.86 -1.74
H: 6.93 5.31 -3.50
H: 5.49 3.41 -4.15
H: 3.31 3.07 -3.00

Here are the Löwdin charges for atoms 1 to 5, given in e: atom 1 (Pd): 0.689, atom 2 (C): -0.138, atom 3 (N): -0.280, atom 4 (C): -0.097, atom 5 (P): 0.510